C40H61N6O6P2RbS4Se | ωB97M-V/def2-TZVPD

```
121
Properties=species:S:1:pos:R:3:lowdin_charge:R:1
C -0.764 -2.800 -2.077 -0.1896
H -4.510 -3.282 -0.119 0.0844
H -5.066 -4.006 2.350 0.0870
H 2.141 7.214 3.034 0.0945
H 2.119 -4.028 -2.790 0.0587
C -0.207 0.252 5.139 -0.0310
H 4.374 1.112 1.636 0.0239
O -3.099 -1.305 2.197 -0.1942
C 5.313 -1.881 -0.371 -0.5271
P -2.392 1.464 0.486 0.4316
C 3.132 1.044 -3.777 -0.2947
C 2.051 -2.654 2.737 -0.5322
H 5.925 -1.626 -2.414 0.0682
H 6.351 -1.786 -0.038 0.0885
S 1.936 -3.386 0.075 0.8823
Se 1.707 2.469 1.448 0.5329
C 2.592 -3.667 1.737 -0.5153
H -2.246 -0.206 4.582 0.1290
N 0.904 0.201 -3.873 0.0158
C 3.860 2.315 -2.027 -0.1833
Rb 0.688 0.120 -0.685 0.5491
C -1.484 -1.848 5.724 -0.0331
H 4.821 -2.622 0.257 0.0288
H -6.243 0.671 1.912 0.0894
H -1.665 -1.178 -6.430 0.1125
H -6.225 2.638 0.296 0.0926
H 2.539 6.784 -1.026 0.0969
H -4.927 -1.614 0.314 0.0884
S 4.486 -0.284 -0.215 0.8546
C -2.136 3.928 -0.499 -0.4112
C 4.280 1.321 -4.511 -0.0268
H -0.466 0.718 6.091 0.0902
H -4.851 0.396 2.968 0.0632
H 5.878 0.175 1.698 0.0801
C -1.051 3.619 -1.510 -0.0340
H 4.404 0.894 -5.498 0.1101
H -0.444 -3.081 -1.078 0.0656
H 5.755 -3.309 -1.939 0.0820
H -2.767 -3.286 1.679 0.1367
H -4.775 -4.098 -5.980 0.1044
H -2.746 5.477 0.878 0.0796
H 3.738 -4.709 -2.894 0.0769
N -0.093 -1.914 -2.720 0.0935
O -2.053 2.995 0.627 -0.1876
C -3.915 -3.573 -5.584 -0.0809
H 2.211 4.357 -0.899 0.0741
H -5.478 -2.323 2.710 0.0832
C -1.602 0.828 1.977 -0.2304
H -1.825 -1.450 6.681 0.0881
H -0.998 5.386 0.577 0.0860
C 1.969 4.333 1.249 -0.7026
C -4.122 -2.349 0.297 -0.0306
C -4.662 -3.046 2.671 -0.0341
H 0.965 -2.720 2.792 0.0453
H 4.569 -1.846 2.404 0.0601
H -3.127 3.811 -0.949 0.1324
C 5.236 2.164 -3.964 -0.0644
O -0.841 -1.655 0.990 -0.3396
H -5.991 1.710 3.324 0.0879
C 1.957 5.192 2.354 -0.1428
H 2.441 -2.907 3.727 0.0847
H 4.045 -4.406 -0.435 0.0617
C 4.175 -0.837 2.532 -0.5025
H 3.672 2.658 -1.014 0.0728
C -2.176 -1.936 -5.854 -0.0129
H 5.729 3.349 -2.231 0.1074
H -4.903 3.816 0.371 0.0667
C 5.309 -2.317 -1.836 -0.5278
C -3.271 -2.609 -6.359 -0.0775
H -6.085 3.731 1.685 0.0896
H -1.265 2.706 -2.063 0.0710
C -2.357 -3.182 -3.811 -0.1813
H -2.223 -2.563 5.361 0.0736
O -3.965 1.338 0.677 -0.1696
C -1.985 5.302 0.117 -0.0271
P -1.552 -0.959 2.075 0.4540
C 2.063 0.228 -4.383 -0.1301
H -3.327 -1.967 -0.345 0.0698
C -1.292 -0.723 4.729 -0.4415
S 2.365 -0.904 2.392 0.7979
H -2.336 -4.097 -1.934 0.1456
C 2.186 4.944 0.010 -0.1496
H 1.796 4.793 3.346 0.0837
H -0.059 1.034 4.394 0.0703
N 2.357 7.133 0.991 0.0303
H -3.935 2.635 2.301 0.1326
H 2.290 -0.314 -5.302 0.1235
O -0.903 -1.334 3.470 -0.1938
S 3.688 -2.316 -2.650 0.8513
C 3.050 -4.444 -0.881 -0.5190
H -2.075 6.068 -0.653 0.0895
H 6.132 2.409 -4.519 0.1059
N -1.866 -3.441 -2.534 0.1209
C -0.568 -1.497 -3.968 -0.2927
H -2.121 1.226 2.853 0.0853
C -1.704 -2.214 -4.573 -0.0808
H -3.634 -2.388 -7.353 0.1030
H 2.333 -4.671 2.079 0.0838
H -0.104 3.505 -0.982 0.0575
H 4.440 -0.506 3.537 0.0791
N -0.045 -0.508 -4.586 0.0778
H 3.681 -3.613 1.686 0.0521
H -0.581 1.242 1.997 -0.0125
H 0.739 -0.278 5.249 0.0823
C 3.114 -4.005 -2.340 -0.5405
O -1.951 0.787 -0.741 -0.3635
C -3.463 -3.863 -4.313 -0.0225
C 4.803 0.114 1.517 -0.5353
C -5.522 3.140 0.961 -0.0294
N 2.938 1.513 -2.542 0.0948
H -3.958 -4.611 -3.704 0.1107
C 2.151 6.550 2.174 -0.1794
H -0.540 -2.370 5.882 0.0891
H -0.964 4.448 -2.215 0.0942
H 2.720 -5.485 -0.839 0.0802
H -4.249 -3.162 3.673 0.0752
C -3.599 -2.578 1.701 -0.4320
C -5.487 1.162 2.527 -0.0352
C 2.371 6.316 -0.060 -0.1758
C -4.669 2.115 1.679 -0.4466
C 5.017 2.685 -2.703 -0.0520
```

Computed properties:
**Charge**: 0
**Gap between HOMO and LUMO**: 6.22 eV
**Largest force on an atom**: 0.93 eV Å⁻¹
**HOMO level**: -6.24 eV
**Energy relative to the best compared isomer or geometry (same formula, charge and spin)**: 0.0 kJ/mol
**E_LUMO**: -0.0154 eV